[1]
Computed, not measured: a cluster of 2 separate species, C22H30ClN3O3 in total in a non-equilibrium geometry, with the ωB97M-V functional and the def2-TZVPD basis.

Relative energy (zero: lowest compared OMol25 entry of this formula, charge and spin): 0.534 eV
Gap between HOMO and LUMO: 9.0026 eV
E_LUMO: 0.56 eV
DFT total energy: -46436.930 eV
Max |F|: 2.0 eV/Å
HOMO energy: -0.3104 Eh

Geometry as XYZ:
```
59
C22H30ClN3O3 (the ωB97M-V functional and the def2-TZVPD basis)
C 1.36 -1.35 -4.99
N 0.38 -1.91 -4.06
C -0.60 -1.27 -3.43
O -1.33 -1.90 -2.68
C -0.77 0.26 -3.59
C -0.03 1.01 -2.48
C 0.28 2.45 -2.82
C 1.27 2.74 -3.78
C 1.58 4.07 -4.10
C 0.90 5.12 -3.46
C -0.08 4.84 -2.49
C -0.39 3.51 -2.17
N -2.18 0.66 -3.62
C -2.71 1.48 -4.53
C -4.18 1.80 -4.38
O -2.07 1.94 -5.47
H 1.93 -0.55 -4.51
H 2.05 -2.13 -5.31
H 0.86 -0.94 -5.87
H 0.42 -2.90 -3.88
H -0.32 0.53 -4.54
H -0.61 0.95 -1.56
H 0.92 0.51 -2.29
H 1.79 1.94 -4.28
H 2.32 4.29 -4.85
H 1.14 6.15 -3.70
H -0.60 5.65 -2.00
H -1.15 3.29 -1.43
H -2.79 0.27 -2.91
H -4.48 2.44 -5.21
H -4.75 0.87 -4.40
H -4.34 2.32 -3.44
C 0.68 -3.53 -0.19
C -0.23 -2.79 0.79
C 0.44 -2.66 2.15
O -0.40 -1.89 3.03
C 0.11 -1.51 4.25
C 1.37 -1.90 4.75
C 1.81 -1.46 6.00
C 1.01 -0.61 6.78
C 1.49 -0.14 8.12
N 1.10 -1.14 9.12
C -0.24 -0.23 6.29
C -0.70 -0.67 5.05
Cl -2.28 -0.16 4.50
H 0.18 -3.65 -1.15
H 0.92 -4.53 0.20
H 1.61 -2.98 -0.34
H -1.18 -3.33 0.90
H -0.45 -1.79 0.39
H 0.61 -3.66 2.58
H 1.41 -2.17 2.03
H 2.02 -2.56 4.19
H 2.78 -1.78 6.37
H 2.57 -0.01 8.12
H 1.03 0.82 8.37
H 0.12 -1.39 9.02
H 1.31 -0.82 10.07
H -0.88 0.41 6.89
```

=====

[2]
Computed, not measured: a structure of composition C43H34F4N7O7PS2Ti, with the ωB97M-V functional and the def2-TZVPD basis.

Net charge: -2
Relative energy (zero: lowest compared OMol25 entry of this formula, charge and spin): 2.557 eV
⟨S²⟩: 2.067
Gap between HOMO and LUMO (spin up / spin down): 5.5700 / 5.1978 eV
E_LUMO (spin up / spin down): 3.14 / 1.47 eV
DFT total energy: -134855.917 eV
Max |F|: 0.7 eV/Å
HOMO energy (spin up / spin down): -0.0893 / -0.1369 Eh
Spin multiplicity: 3

Geometry as XYZ:
```
99
C43H34F4N7O7PS2Ti (the ωB97M-V functional and the def2-TZVPD basis)
Ti -0.16 0.74 0.57
C -7.56 -0.50 -3.36
C -6.43 -1.54 -3.27
C -6.38 -2.06 -1.84
C -6.76 -2.71 -4.20
C -5.11 -0.90 -3.71
C -5.00 -0.32 -4.97
C -3.83 0.31 -5.38
C -2.75 0.33 -4.52
S -1.19 1.09 -4.77
C -0.69 0.66 -3.14
N -1.63 -0.20 -2.53
C -2.82 -0.29 -3.28
C -4.01 -0.88 -2.86
C 0.57 1.11 -2.61
C 1.48 1.59 -3.59
C 2.71 2.11 -3.25
C 3.08 2.18 -1.91
C 2.20 1.71 -0.95
C 0.95 1.15 -1.23
H -8.51 -0.95 -3.05
H -7.68 -0.11 -4.37
H -7.35 0.35 -2.70
H -7.34 -2.49 -1.57
H -6.15 -1.26 -1.13
H -5.62 -2.84 -1.72
H -7.70 -3.18 -3.91
H -5.97 -3.47 -4.15
H -6.84 -2.39 -5.24
H -5.84 -0.34 -5.65
H -3.77 0.79 -6.35
H -4.05 -1.31 -1.87
H 1.22 1.52 -4.64
H 3.38 2.47 -4.03
H 4.03 2.60 -1.62
H 2.51 1.82 0.08
O 0.04 -1.43 7.31
C -0.35 -0.27 7.10
O -0.64 0.65 7.89
C -0.41 0.12 5.62
C 0.05 1.36 5.18
C -0.02 1.69 3.84
N -0.53 0.86 2.92
C -0.97 -0.33 3.35
C -0.94 -0.74 4.66
C -1.42 -1.23 2.24
O -2.34 -2.00 2.35
O -0.69 -1.05 1.15
H 0.46 2.06 5.89
H 0.33 2.64 3.47
H -1.30 -1.72 4.95
F 5.48 -1.59 4.93
C 4.74 -2.50 4.29
C 5.03 -3.81 4.49
F 6.05 -4.11 5.31
C 4.34 -4.88 3.85
C 3.28 -4.43 3.01
C 2.98 -3.12 2.81
F 1.96 -2.83 2.00
C 3.69 -2.06 3.43
C 3.41 -0.70 3.19
C 2.45 -0.28 2.24
N 1.70 0.11 1.46
C 4.08 0.39 3.83
N 4.59 1.32 4.29
F 2.54 -5.34 2.36
C 4.67 -6.23 4.03
C 3.99 -7.30 3.36
N 3.52 -8.22 2.84
C 5.73 -6.68 4.87
N 6.57 -7.13 5.52
C 0.04 -2.53 -5.33
C 0.50 -2.38 -3.90
O -0.62 -2.58 -3.04
P -0.85 -1.58 -1.77
O -2.19 -2.28 -1.20
C -2.02 -3.57 -0.59
C -3.38 -4.06 -0.16
O -1.78 1.11 0.09
C -3.17 1.26 0.32
C -3.76 2.22 -0.68
H 0.89 -2.42 -6.02
H -0.70 -1.77 -5.58
H -0.40 -3.52 -5.49
H 0.94 -1.39 -3.75
H 1.26 -3.12 -3.66
H -1.36 -3.47 0.27
H -1.57 -4.25 -1.32
H -3.80 -3.37 0.57
H -3.29 -5.04 0.30
H -4.05 -4.14 -1.02
H -3.30 1.62 1.34
H -3.63 0.27 0.26
H -3.21 3.16 -0.67
H -4.81 2.42 -0.43
H -3.72 1.81 -1.69
S -0.75 5.32 1.12
C -0.20 3.79 1.06
N 0.20 2.69 1.02
```

=====

[3]
Computed, not measured: a structure of composition C29H36IrN5O3SSe2Te2 in a non-equilibrium geometry, with the ωB97M-V functional and the def2-TZVPD basis.

Net charge: +1
Relative energy (zero: lowest compared OMol25 entry of this formula, charge and spin): 3.656 eV
⟨S²⟩: 0.761
Gap between HOMO and LUMO (spin up / spin down): 5.0995 / 4.4632 eV
E_LUMO (spin up / spin down): -4.65 / -5.29 eV
DFT total energy: -203199.605 eV
Max |F|: 2.9 eV/Å
HOMO energy (spin up / spin down): -0.3584 / -0.3584 Eh
Spin multiplicity: 2

Geometry as XYZ:
```
79
C29H36IrN5O3SSe2Te2 (the ωB97M-V functional and the def2-TZVPD basis)
Ir 3.44 0.90 0.69
Se 6.22 0.63 -0.16
Te 7.02 1.38 2.00
Te 4.54 1.50 3.20
Se 4.56 -0.59 4.34
C 4.71 3.71 -3.07
N 3.34 3.51 -2.67
C 2.25 3.54 -3.65
C 1.01 3.19 -2.80
N 1.57 3.05 -1.46
C 2.90 3.20 -1.46
S 3.88 3.16 -0.06
H 4.93 3.09 -3.94
H 5.37 3.43 -2.26
H 4.89 4.76 -3.33
H 2.44 2.80 -4.43
H 2.17 4.52 -4.10
H 0.53 2.26 -3.13
H 0.27 3.98 -2.81
H 1.10 2.57 -0.69
C -2.63 -3.93 -0.25
C -1.71 -4.57 0.78
N -0.55 -3.76 1.16
C -0.55 -3.11 2.46
C -1.50 -1.91 2.50
C 0.43 -3.59 0.24
O 0.35 -3.94 -0.93
C 1.74 -3.00 0.72
C 2.62 -3.80 1.44
C 3.89 -3.31 1.71
C 4.23 -2.04 1.27
N 3.37 -1.27 0.60
C 2.16 -1.76 0.31
H -3.50 -4.57 -0.40
H -2.10 -3.83 -1.20
H -2.96 -2.95 0.07
H -1.33 -5.52 0.38
H -2.26 -4.78 1.70
H 0.45 -2.77 2.70
H -0.85 -3.84 3.22
H -1.23 -1.19 1.73
H -1.44 -1.42 3.47
H -2.54 -2.22 2.34
H 2.32 -4.78 1.77
H 4.62 -3.90 2.25
H 5.22 -1.65 1.45
H 1.50 -1.11 -0.26
C -3.78 -0.64 -3.89
C -3.70 0.36 -2.76
C -4.63 1.39 -2.70
C -4.59 2.33 -1.68
C -3.61 2.25 -0.71
C -2.68 1.22 -0.75
N -1.64 1.14 0.20
C -1.66 1.40 1.55
C -2.86 1.60 2.25
C -2.84 1.88 3.61
C -1.64 1.92 4.32
C -0.47 1.64 3.66
C -0.45 1.38 2.28
C 0.86 1.11 1.67
O 1.83 0.74 2.38
O 1.04 1.23 0.41
C -2.73 0.25 -1.77
C -1.74 -0.89 -1.78
H -4.54 -0.34 -4.61
H -4.05 -1.63 -3.51
H -2.83 -0.72 -4.41
H -5.40 1.46 -3.46
H -5.32 3.13 -1.66
H -3.54 3.02 0.05
H -0.73 0.91 -0.15
H -3.80 1.52 1.74
H -3.78 2.07 4.12
H -1.64 2.16 5.37
H 0.47 1.61 4.19
H -1.37 -1.11 -0.78
H -0.88 -0.67 -2.43
H -2.21 -1.79 -2.17
```

=====

[4]
Computed, not measured: a cluster of 2 separate species, H6NS2 in total in a non-equilibrium geometry, with the ωB97M-V functional and the def2-TZVPD basis.

Relative energy (zero: lowest compared OMol25 entry of this formula, charge and spin): 0.762 eV
⟨S²⟩: 0.754
Gap between HOMO and LUMO (spin up / spin down): 2.6480 / 5.5394 eV
E_LUMO (spin up / spin down): -1.16 / -1.25 eV
DFT total energy: -23254.395 eV
Max |F|: 3.0 eV/Å
HOMO energy (spin up / spin down): -0.1398 / -0.2496 Eh
Spin multiplicity: 2

Geometry as XYZ:
```
9
H6NS2 (the ωB97M-V functional and the def2-TZVPD basis)
N 0.66 -2.11 1.95
H 0.28 -2.02 2.92
H 1.58 -1.69 1.91
H 0.75 -3.10 1.64
H -0.01 -1.68 1.31
S -0.99 0.65 0.20
S 0.62 0.65 -1.40
H -1.23 1.94 0.17
H -0.01 -0.27 -2.22
```

=====

[5]
Computed, not measured: a cluster of 12 separate species, C47H126N10O12 in total in a non-equilibrium geometry, with the ωB97M-V functional and the def2-TZVPD basis.

Gap between HOMO and LUMO: 8.4556 eV
E_LUMO: 0.52 eV
DFT total energy: -90246.884 eV
Max |F|: 2.5 eV/Å
HOMO energy: -0.2917 Eh

Geometry as XYZ:
```
195
C47H126N10O12 (the ωB97M-V functional and the def2-TZVPD basis)
C -0.06 1.29 2.07
C 0.23 0.63 0.74
C -0.47 1.46 -0.38
C 1.74 0.70 0.62
C 2.23 -0.08 -0.58
C 1.86 -1.55 -0.44
C 0.35 -1.79 -0.15
C -0.39 -1.75 -1.51
C 0.21 -3.15 0.57
N -0.16 -0.76 0.79
O -1.50 -0.97 1.13
H -1.12 1.52 2.27
H 0.27 0.74 2.95
H 0.40 2.28 2.16
H -0.48 2.51 -0.05
H 0.00 1.44 -1.36
H -1.54 1.26 -0.42
H 2.16 1.72 0.55
H 2.19 0.35 1.56
H 1.89 0.30 -1.54
H 3.31 0.03 -0.67
H 2.53 -2.03 0.29
H 2.11 -1.92 -1.43
H -1.43 -1.47 -1.36
H -0.28 -2.67 -2.09
H 0.06 -0.96 -2.13
H -0.82 -3.26 0.93
H 0.76 -3.02 1.50
H 0.45 -3.93 -0.14
H -1.44 -1.19 2.09
C 2.63 -0.68 4.85
O 1.22 -0.88 4.84
C 0.80 -2.11 4.29
C -0.67 -2.31 4.69
C -1.18 -3.73 4.38
N -1.53 -1.36 3.97
H 3.11 -1.62 5.15
H 2.84 0.08 5.59
H 3.00 -0.35 3.87
H 0.92 -2.06 3.21
H 1.33 -2.99 4.68
H -0.68 -2.21 5.78
H -1.10 -4.07 3.34
H -2.22 -3.88 4.69
H -0.60 -4.43 4.99
H -1.41 -0.46 4.44
H -2.50 -1.61 4.11
C 6.42 -0.40 -2.11
O 5.37 -1.32 -2.28
C 5.79 -2.65 -1.96
C 4.64 -3.59 -2.29
C 5.01 -5.01 -1.90
N 4.25 -3.59 -3.72
H 7.24 -0.66 -2.80
H 6.82 -0.36 -1.09
H 6.09 0.61 -2.34
H 6.69 -2.82 -2.56
H 6.07 -2.71 -0.90
H 3.81 -3.27 -1.67
H 5.40 -5.10 -0.88
H 5.81 -5.43 -2.52
H 4.21 -5.74 -1.96
H 5.12 -3.74 -4.23
H 4.03 -2.62 -3.94
C 0.79 5.01 9.11
O 1.05 4.19 7.99
C 0.21 3.03 7.93
C 0.59 2.09 6.81
C 0.59 2.76 5.43
N -0.31 0.91 6.74
H 0.07 5.82 8.99
H 1.74 5.49 9.32
H 0.45 4.38 9.94
H 0.39 2.49 8.87
H -0.83 3.34 8.01
H 1.62 1.76 7.00
H 1.21 3.66 5.51
H -0.41 3.10 5.17
H 1.02 2.05 4.72
H 0.09 0.25 7.40
H -0.14 0.53 5.82
C 1.39 -3.02 -6.18
O 0.50 -2.03 -5.69
C 1.10 -1.14 -4.78
C 2.07 -0.10 -5.33
C 2.87 0.60 -4.20
N 1.33 0.94 -6.05
H 0.98 -3.59 -7.01
H 1.58 -3.73 -5.37
H 2.30 -2.56 -6.58
H 0.19 -0.66 -4.38
H 1.48 -1.60 -3.86
H 2.84 -0.57 -5.96
H 3.25 -0.24 -3.61
H 2.21 1.20 -3.57
H 3.66 1.23 -4.61
H 0.67 0.51 -6.70
H 0.72 1.36 -5.34
C -7.04 2.97 0.52
O -5.80 2.29 0.33
C -5.83 1.38 -0.76
C -4.54 0.58 -0.75
C -4.44 -0.31 -1.97
N -4.37 -0.24 0.45
H -6.82 3.90 1.03
H -7.68 2.32 1.14
H -7.54 3.08 -0.44
H -6.73 0.76 -0.70
H -5.87 1.94 -1.70
H -3.76 1.35 -0.80
H -3.44 -0.74 -2.04
H -4.63 0.29 -2.87
H -5.12 -1.16 -1.92
H -4.63 0.34 1.24
H -3.37 -0.43 0.56
C -1.42 1.79 -3.92
O -0.25 2.53 -3.82
C -0.32 3.88 -4.24
C 1.00 4.60 -4.12
C 0.74 6.11 -4.19
N 1.99 4.23 -5.11
H -1.25 0.82 -3.44
H -1.70 1.47 -4.93
H -2.28 2.20 -3.37
H -0.62 3.90 -5.30
H -1.16 4.43 -3.79
H 1.35 4.39 -3.10
H 0.19 6.38 -5.09
H 1.66 6.69 -4.27
H 0.23 6.42 -3.28
H 2.21 3.24 -4.96
H 1.66 4.28 -6.07
C -1.96 4.72 -1.07
O -2.07 4.41 0.29
C -3.07 5.18 0.90
C -3.40 4.69 2.34
C -2.19 5.02 3.23
N -3.67 3.26 2.40
H -1.69 5.77 -1.23
H -2.89 4.65 -1.65
H -1.22 4.07 -1.54
H -2.90 6.26 0.88
H -4.03 5.04 0.39
H -4.31 5.21 2.65
H -2.05 6.10 3.31
H -1.27 4.58 2.81
H -2.24 4.58 4.22
H -2.81 2.89 1.96
H -4.38 3.07 1.68
C 3.80 3.23 2.95
O 4.07 1.94 3.43
C 5.41 1.51 3.49
C 6.00 0.88 2.23
C 5.07 -0.17 1.66
N 7.27 0.21 2.55
H 2.83 3.56 3.30
H 3.85 3.24 1.86
H 4.49 3.99 3.35
H 6.06 2.34 3.81
H 5.45 0.77 4.30
H 6.16 1.61 1.43
H 5.52 -0.80 0.90
H 4.15 0.23 1.23
H 4.80 -0.89 2.45
H 7.10 -0.57 3.19
H 7.84 0.86 3.08
C -2.82 -5.62 -2.54
O -3.75 -4.98 -3.40
C -4.86 -4.37 -2.70
C -5.73 -3.71 -3.74
C -7.01 -3.05 -3.23
N -6.24 -4.81 -4.63
H -2.06 -6.09 -3.16
H -3.38 -6.32 -1.91
H -2.25 -4.85 -1.99
H -5.38 -5.06 -2.03
H -4.27 -3.61 -2.18
H -5.14 -3.03 -4.36
H -7.84 -3.74 -3.05
H -7.41 -2.33 -3.94
H -6.78 -2.45 -2.34
H -6.50 -4.44 -5.54
H -5.48 -5.47 -4.79
C 1.40 -5.32 -2.42
O 2.06 -5.56 -3.66
H 1.78 -6.00 -1.65
H 1.62 -4.27 -2.18
H 0.31 -5.36 -2.56
H 2.86 -5.02 -3.61
C -3.76 -3.70 1.40
O -4.80 -4.09 0.54
H -2.86 -4.27 1.23
H -3.40 -2.69 1.16
H -4.00 -3.64 2.46
H -5.48 -3.40 0.51
```

=====

[6]
Computed, not measured: the molecule C4H9NO in a non-equilibrium geometry, with the ωB97M-V functional and the def2-TZVPD basis.

Relative energy (zero: lowest compared OMol25 entry of this formula, charge and spin): 5.456 eV
Gap between HOMO and LUMO (spin up / spin down): 9.0196 / 9.0190 eV
E_LUMO (spin up / spin down): 0.65 / 0.65 eV
DFT total energy: -7826.864 eV
Max |F|: 7.3 eV/Å
HOMO energy (spin up / spin down): -0.3075 / -0.3074 Eh

Geometry as XYZ:
```
15
C4H9NO (the ωB97M-V functional and the def2-TZVPD basis)
C -0.16 -1.86 0.09
C 0.15 -0.41 -0.12
C 1.51 0.12 -0.07
N -0.81 0.41 -0.08
C -0.89 1.83 0.02
O -2.30 -0.25 -0.03
H 0.44 -2.40 -0.53
H -1.12 -2.13 -0.34
H -0.20 -2.14 1.10
H 2.31 -0.76 -0.19
H 1.78 0.77 -0.82
H 1.86 0.61 0.94
H -1.85 2.00 0.11
H -0.16 2.01 0.83
H -0.56 2.19 -0.90
```

=====

[7]
Computed, not measured: a cluster of 2 separate species, C4H5I in total in a non-equilibrium geometry, with the ωB97M-V functional and the def2-TZVPD basis.

Relative energy (zero: lowest compared OMol25 entry of this formula, charge and spin): 4.193 eV
Gap between HOMO and LUMO: 6.1168 eV
E_LUMO: -2.54 eV
DFT total energy: -12323.876 eV
Max |F|: 3.4 eV/Å
HOMO energy: -0.3181 Eh

Geometry as XYZ:
```
10
C4H5I (the ωB97M-V functional and the def2-TZVPD basis)
C 0.12 0.79 -0.04
C -0.20 1.88 -0.59
C -1.33 0.96 -0.90
C 0.97 -0.25 0.53
I 0.56 4.97 -0.64
H -1.38 0.66 -1.95
H -2.19 1.00 -0.29
H 1.92 0.04 0.34
H 0.87 -1.25 0.19
H 0.86 -0.57 1.60
```

=====

[8]
Computed, not measured: the molecule C3H5N3 in a non-equilibrium geometry, with the ωB97M-V functional and the def2-TZVPD basis.

Relative energy (zero: lowest compared OMol25 entry of this formula, charge and spin): 4.369 eV
Gap between HOMO and LUMO: 10.0150 eV
E_LUMO: 0.56 eV
DFT total energy: -7658.087 eV
Max |F|: 1.5 eV/Å
HOMO energy: -0.3474 Eh

Geometry as XYZ:
```
11
C3H5N3 (the ωB97M-V functional and the def2-TZVPD basis)
C 0.12 0.08 2.46
C -0.75 -0.07 1.51
N -1.59 -0.35 0.65
N -0.99 -0.59 -0.61
N 0.01 0.14 -0.72
C 0.59 0.09 -2.04
H 0.69 0.98 2.64
H -0.32 -0.56 3.22
H -0.09 -0.38 -2.75
H 0.80 1.12 -2.33
H 1.54 -0.45 -1.99
```

=====

[9]
Computed, not measured: a cluster of 2 separate species, C3H5BrO in total in a non-equilibrium geometry, with the ωB97M-V functional and the def2-TZVPD basis.

Relative energy (zero: lowest compared OMol25 entry of this formula, charge and spin): 3.408 eV
Gap between HOMO and LUMO (spin up / spin down): 8.0222 / 8.4506 eV
E_LUMO (spin up / spin down): 0.13 / 0.48 eV
DFT total energy: -75277.872 eV
Max |F|: 4.7 eV/Å
HOMO energy (spin up / spin down): -0.2900 / -0.2929 Eh

Geometry as XYZ:
```
10
C3H5BrO (the ωB97M-V functional and the def2-TZVPD basis)
C 1.79 -0.79 -0.29
C -0.82 1.05 0.06
C -0.74 -0.44 -0.11
O 2.58 -0.24 -1.00
Br -0.71 -1.70 1.35
H 1.73 -1.28 0.65
H -0.36 1.49 -0.80
H -0.36 1.38 0.93
H -2.00 1.31 0.21
H -1.11 -0.79 -0.99
```

=====

[10]
Computed, not measured: a cluster of 2 separate species, C2H5IS in total in a non-equilibrium geometry, with the ωB97M-V functional and the def2-TZVPD basis.

Relative energy (zero: lowest compared OMol25 entry of this formula, charge and spin): 1.082 eV
Gap between HOMO and LUMO: 10.0214 eV
E_LUMO: 0.65 eV
DFT total energy: -21089.547 eV
Max |F|: 2.3 eV/Å
HOMO energy: -0.3444 Eh

Geometry as XYZ:
```
9
C2H5IS (the ωB97M-V functional and the def2-TZVPD basis)
C -0.08 0.55 -2.26
C 0.43 -0.38 -1.48
S 0.67 -0.42 0.32
H -0.20 0.39 -3.27
H -0.34 1.51 -1.90
H 0.82 -1.32 -1.99
H -0.44 -1.02 0.47
I -0.83 0.58 4.42
H -0.02 0.11 5.67
```